Entry 1:
Formula: C45H70BFN2O10P
Source: the OMol25 dataset
Level of theory: wB97M-V/def2-TZVPD

Positions of all 130 atoms, in Å:
C  3.059  1.373  -2.814
C  2.148  1.545  -1.728
C  0.942  1.109  -0.639
O  0.863  2.327  0.161
C  1.175  3.565  -0.518
O  2.260  4.263  -0.074
C  0.315  4.340  -1.700
C  -1.114  5.122  -1.486
C  -1.895  5.851  -2.772
C  -1.308  5.792  -4.306
C  0.121  5.022  -4.547
C  0.907  4.336  -3.265
N  -0.366  0.686  -1.346
C  -1.613  1.210  -0.745
C  -1.850  1.084  0.879
C  -3.013  1.058  -1.647
C  -4.103  -0.009  -1.095
C  -5.407  0.839  -0.473
C  -0.191  -0.757  -1.788
C  -0.904  -1.286  -3.135
C  -2.384  -1.716  -3.402
O  -3.185  -2.667  -2.885
C  -3.123  -1.042  -4.754
C  -2.512  -1.507  -6.240
C  -3.206  -0.894  -7.632
C  -4.468  0.161  -7.614
C  -5.032  0.626  -6.141
C  -4.351  0.014  -4.747
C  0.027  -1.863  -0.532
C  -1.340  -2.361  0.151
C  -1.547  -3.811  0.806
C  -2.479  -4.879  -0.082
C  -4.038  -4.391  -0.249
C  -1.886  -5.267  -1.540
B  1.136  -3.036  -0.993
O  1.070  -4.482  -0.698
O  2.445  -2.735  -1.652
C  2.450  -2.890  -3.088
C  1.946  -4.302  -3.724
O  0.772  -1.231  0.609
C  1.529  -0.068  0.350
F  2.959  -0.271  -0.103
P  1.790  0.765  2.103
N  2.274  -0.369  3.186
H  3.809  1.123  -3.708
H  -1.560  5.173  -0.402
H  -2.910  6.443  -2.619
H  -1.840  6.266  -5.260
H  0.628  4.921  -5.619
H  1.931  3.824  -3.494
H  -0.275  1.217  -2.271
H  -1.475  2.407  -0.864
H  -1.784  2.152  1.416
H  -2.858  0.637  1.232
H  -1.000  0.457  1.436
H  -2.645  0.925  -2.749
H  -3.607  2.099  -1.677
H  -4.591  -0.717  -1.906
H  -3.765  -0.701  -0.214
H  -6.306  0.071  -0.345
H  -5.093  1.236  0.583
H  -5.738  1.727  -1.165
H  0.951  -0.743  -2.220
H  -0.256  -2.231  -3.501
H  -0.588  -0.464  -3.951
H  -1.594  -2.243  -6.271
H  -2.786  -1.207  -8.686
H  -4.994  0.623  -8.557
H  -5.942  1.389  -6.023
H  -4.800  0.415  -3.748
H  -2.219  -2.166  -0.594
H  -1.568  -1.605  1.052
H  -2.228  -3.680  1.785
H  -0.576  -4.338  1.260
H  -2.490  -5.874  0.572
H  -4.379  -4.468  -1.389
H  -4.722  -5.184  0.323
H  -4.257  -3.332  0.221
H  -1.047  -6.116  -1.521
H  -2.701  -5.629  -2.334
H  -1.360  -4.334  -2.053
H  1.979  -4.827  -0.386
H  1.897  -2.026  -3.701
H  3.591  -2.779  -3.433
H  2.001  -5.233  -3.016
H  2.638  -4.539  -4.657
H  0.861  -4.122  -4.182
H  0.595  1.402  2.592
H  2.821  1.758  1.914
H  1.607  -0.415  3.992
C  5.382  0.642  3.585
C  6.241  1.481  4.493
O  7.140  0.980  5.166
C  5.958  2.959  4.545
H  5.701  -0.404  3.650
H  4.337  0.709  3.896
H  5.495  0.978  2.552
H  4.938  3.130  4.898
H  6.096  3.399  3.553
H  6.655  3.438  5.240
C  -5.289  4.061  3.318
C  -4.612  4.023  1.974
O  -4.424  2.960  1.384
C  -4.174  5.335  1.381
H  -5.550  3.041  3.622
H  -4.612  4.485  4.063
H  -6.206  4.652  3.256
H  -3.447  5.816  2.040
H  -5.041  5.983  1.232
H  -3.701  5.154  0.410
C  0.269  -2.220  7.871
C  0.287  -1.134  6.828
O  1.278  -0.941  6.125
C  -0.954  -0.295  6.677
H  1.230  -2.743  7.867
H  0.113  -1.782  8.860
H  -0.522  -2.939  7.644
H  -1.164  0.228  7.613
H  -1.799  -0.929  6.398
H  -0.796  0.447  5.888
C  8.884  -1.315  1.783
C  9.402  -2.217  2.870
O  10.022  -3.246  2.604
C  9.133  -1.813  4.295
H  9.152  -1.732  0.806
H  7.795  -1.244  1.846
H  9.336  -0.324  1.876
H  8.056  -1.764  4.470
H  9.596  -0.844  4.499
H  9.566  -2.558  4.971

Results
HOMO	-10.3	eV
net charge	+1
gap between HOMO and LUMO	6.312	eV

These are the Mulliken partial charges, in e, on atoms 1 to 5: number 1, C, carries -1.239; number 2, C, carries -0.136; number 3, C, carries 0.414; number 4, O, carries -0.067; number 5, C, carries -0.007

Entry 2:
Formula: C45H71CoN2O6P
Source: the OMol25 dataset
Level of theory: wB97M-V/def2-TZVPD

Positions of all 126 atoms, in Å:
Co  -0.473  0.178  -1.506
C  6.232  1.209  2.237
C  4.785  0.851  2.588
C  4.789  -0.531  3.256
C  4.251  1.892  3.584
C  3.865  0.851  1.369
C  2.585  0.349  1.484
C  1.694  0.399  0.402
N  0.450  -0.088  0.308
C  -0.341  -0.610  1.284
C  -0.280  -0.417  2.654
C  -1.191  -1.053  3.492
C  -2.137  -1.937  2.937
C  -2.296  -2.147  1.589
C  -1.447  -1.379  0.712
O  -1.617  -1.294  -0.539
C  -3.297  -3.204  1.109
C  -4.673  -2.970  1.751
C  -3.509  -3.280  -0.406
C  -2.755  -4.569  1.576
C  -1.196  -0.829  4.997
C  -2.561  -0.245  5.399
C  -0.977  -2.169  5.716
C  -0.104  0.142  5.446
C  2.158  0.933  -0.876
O  1.360  0.879  -1.874
C  3.494  1.443  -0.988
C  4.285  1.399  0.131
C  3.991  1.985  -2.327
C  5.434  2.485  -2.229
C  3.116  3.165  -2.779
C  3.954  0.864  -3.381
H  6.849  1.124  3.131
H  6.324  2.235  1.877
H  6.645  0.538  1.481
H  5.473  -0.527  4.105
H  5.122  -1.302  2.558
H  3.805  -0.812  3.633
H  4.890  1.928  4.467
H  3.237  1.647  3.905
H  4.231  2.886  3.135
H  2.265  -0.086  2.418
H  0.433  0.278  3.068
H  -2.777  -2.473  3.624
H  -5.116  -2.042  1.385
H  -4.632  -2.922  2.838
H  -5.342  -3.789  1.483
H  -3.854  -2.337  -0.819
H  -4.265  -4.042  -0.603
H  -2.601  -3.558  -0.938
H  -2.670  -4.617  2.663
H  -1.766  -4.757  1.150
H  -3.421  -5.368  1.247
H  -3.380  -0.916  5.141
H  -2.735  0.710  4.902
H  -2.588  -0.081  6.477
H  -1.773  -2.884  5.506
H  -0.956  -2.006  6.794
H  -0.027  -2.619  5.422
H  -0.225  1.128  4.994
H  0.894  -0.232  5.208
H  -0.157  0.267  6.528
H  5.290  1.784  0.070
H  5.533  3.298  -1.509
H  5.744  2.867  -3.202
H  6.126  1.687  -1.953
H  3.151  3.972  -2.045
H  2.081  2.866  -2.917
H  3.492  3.555  -3.726
H  4.598  0.033  -3.076
H  4.333  1.241  -4.332
H  2.943  0.493  -3.539
C  1.846  -4.889  -1.049
N  2.421  -3.514  -1.028
C  3.675  -3.354  -1.822
C  1.408  -2.423  -1.277
C  0.768  -2.311  -2.637
C  0.948  -3.197  -3.698
C  0.319  -2.990  -4.916
C  -0.504  -1.893  -5.088
C  -0.708  -1.006  -4.037
C  -0.077  -1.216  -2.822
H  2.628  -5.600  -0.790
H  1.446  -5.108  -2.031
H  1.045  -4.931  -0.315
H  2.698  -3.350  -0.060
H  3.459  -3.450  -2.878
H  4.386  -4.114  -1.509
H  4.073  -2.361  -1.624
H  1.944  -1.504  -1.050
H  0.643  -2.557  -0.510
H  1.577  -4.072  -3.611
H  0.476  -3.692  -5.724
H  -1.001  -1.726  -6.035
H  -1.374  -0.165  -4.159
C  -2.979  5.133  -3.459
C  -1.998  4.260  -2.692
C  -0.996  3.602  -3.628
C  -1.314  5.042  -1.583
O  -2.848  3.231  -2.084
P  -2.362  1.920  -1.366
O  -2.225  0.758  -2.356
O  -1.021  2.010  -0.672
O  -3.446  1.628  -0.267
C  -4.903  1.590  -0.350
C  -5.461  2.992  -0.542
C  -5.320  1.029  1.002
C  -5.314  0.664  -1.485
H  -2.445  5.937  -3.965
H  -3.705  5.575  -2.778
H  -3.509  4.543  -4.206
H  -0.409  4.368  -4.135
H  -1.513  3.005  -4.379
H  -0.311  2.960  -3.070
H  -0.730  5.853  -2.022
H  -0.650  4.398  -1.009
H  -2.057  5.478  -0.916
H  -5.016  3.677  0.180
H  -6.539  2.970  -0.376
H  -5.271  3.366  -1.544
H  -5.077  1.732  1.799
H  -4.794  0.093  1.192
H  -6.394  0.841  1.018
H  -4.935  1.028  -2.440
H  -6.402  0.609  -1.542
H  -4.918  -0.338  -1.321

Results
HOMO (alpha / beta)	-9.3 / -10.4	eV
spin multiplicity	5
net charge	+1
gap between HOMO and LUMO (alpha / beta)	6.229 / 5.692	eV
relative energy (zero: lowest compared OMol25 entry of this formula, charge and spin)	16.0	kcal per mole
expectation value of S²	6.218

These are the Mulliken partial charges, in e, on atoms 1 to 5: number 1, Co, carries -0.168; number 2, C, carries -2.252; number 3, C, carries 2.002; number 4, C, carries -1.528; number 5, C, carries -1.466